71
Properties=species:S:1:pos:R:3:lowdin_charge:R:1 method="wB97M-V/def2-TZVPD" energy_ev=-241467.41486 lumo_ev=3.555 total_charge=-2 de_lowest_kj_mol=42.1
Pb -0.190 0.463 -0.342 1.4478
O 2.835 1.919 -2.117 -0.1174
C 3.746 1.153 -2.348 -0.2364
C 4.036 -0.128 -1.728 -0.1132
C 5.087 -0.850 -2.281 0.0257
C 5.423 -2.092 -1.786 -0.1831
C 4.679 -2.673 -0.736 -0.0049
C 3.647 -1.990 -0.174 0.0107
C 3.284 -0.662 -0.602 -0.3639
O 2.366 -0.021 -0.024 -0.2425
N 6.531 -2.803 -2.353 -0.3774
O 7.150 -2.291 -3.282 0.0167
O 6.818 -3.904 -1.894 0.0259
H 4.368 1.332 -3.252 0.1171
H 5.653 -0.436 -3.106 0.1162
H 4.934 -3.667 -0.401 0.1130
H 3.047 -2.430 0.613 0.1166
Se -3.885 2.416 3.074 0.3520
C -2.795 1.960 1.691 -0.9476
N -2.059 1.679 0.835 -0.0370
O -0.847 -5.633 1.888 -0.3330
S -0.679 -4.929 0.638 0.6081
O 0.292 -5.475 -0.278 -0.3268
N -0.460 -3.343 0.879 -0.0303
C -1.484 -2.633 0.435 -0.5276
O -1.616 -1.391 0.537 -0.1876
C -2.571 -3.461 -0.212 -0.1279
C -3.752 -3.030 -0.793 -0.0049
C -4.591 -3.991 -1.342 -0.0747
C -4.256 -5.342 -1.302 -0.0902
C -3.072 -5.770 -0.711 -0.0477
C -2.252 -4.800 -0.176 -0.2218
H -3.989 -1.977 -0.822 0.1138
H -5.514 -3.686 -1.819 0.0991
H -4.930 -6.068 -1.741 0.0942
H -2.803 -6.817 -0.680 0.1135
Br 2.348 6.779 0.590 0.6763
C 1.190 5.876 1.791 -0.7408
C 0.682 6.614 2.851 -0.1591
C -0.169 6.015 3.762 -0.0944
C -0.506 4.678 3.615 -0.0780
C 0.011 3.948 2.559 -0.1419
C 0.862 4.536 1.623 -0.6973
I 1.579 3.375 0.044 1.1477
H 0.952 7.657 2.950 0.0877
H -0.573 6.599 4.578 0.0982
H -1.195 4.193 4.294 0.0874
H -0.269 2.913 2.438 0.0548
Cl 3.478 0.876 4.788 0.6458
C 1.883 0.530 4.190 -0.6403
C 0.885 0.125 5.059 -0.0943
C -0.365 -0.140 4.529 -0.0361
C -0.559 0.017 3.164 -0.1396
N 0.410 0.412 2.348 0.0102
C 1.619 0.660 2.837 -0.1773
H 1.089 0.020 6.116 0.1025
H -1.185 -0.460 5.155 0.1079
H -1.519 -0.178 2.702 0.0851
H 2.386 0.948 2.129 0.0811
F -5.081 0.969 -5.716 0.0754
C -4.030 1.121 -4.884 -0.1657
C -3.750 0.172 -3.914 -0.1570
F -4.536 -0.908 -3.795 0.0966
C -2.666 0.343 -3.083 -0.1423
F -2.402 -0.596 -2.155 0.0497
C -1.792 1.452 -3.144 -0.3267
O -0.783 1.574 -2.358 -0.2698
C -2.119 2.390 -4.144 -0.1450
F -1.360 3.485 -4.296 0.0949
C -3.203 2.225 -4.986 -0.1593
F -3.465 3.151 -5.925 0.0893

---

72
Properties=species:S:1:pos:R:3:lowdin_charge:R:1 method="wB97M-V/def2-TZVPD" energy_ev=-233564.85320 lumo_ev="-1.655 / -1.708" de_lowest_kj_mol=106.4
Pd 2.182 1.231 -0.474 0.3999
C 5.281 -1.363 4.847 -0.1755
Si 3.775 -1.653 3.804 0.4823
C 2.359 -2.272 4.835 -0.1727
C 4.140 -2.919 2.502 -0.2049
C 3.247 0.057 3.178 -0.2259
C 2.765 0.938 4.145 -0.0715
C 2.295 2.210 3.828 -0.0490
C 2.309 2.593 2.509 -0.1634
N 2.806 1.798 1.557 -0.1053
C 3.253 0.566 1.869 -0.7236
S 3.719 -0.272 0.399 0.6166
H 5.638 -2.295 5.298 0.0372
H 5.074 -0.653 5.654 0.0327
H 6.088 -0.950 4.234 0.0392
H 2.606 -3.241 5.284 0.0390
H 1.475 -2.407 4.202 0.0410
H 2.094 -1.586 5.645 0.0289
H 4.384 -3.863 3.007 0.0393
H 4.986 -2.642 1.866 0.0220
H 3.272 -3.085 1.858 0.0283
H 2.736 0.619 5.185 0.1033
H 1.916 2.881 4.588 0.1092
H 1.942 3.561 2.190 0.1152
Se 3.041 2.371 -3.869 1.1716
N 2.410 1.207 -2.689 -0.3511
C 1.996 0.151 -3.377 -0.3668
C 1.456 -1.058 -2.827 -0.0294
C 1.099 -2.046 -3.675 -0.0542
C 1.226 -1.925 -5.108 -0.0576
C 1.735 -0.815 -5.675 -0.0168
C 2.150 0.261 -4.818 -0.3809
N 2.681 1.379 -5.266 -0.2242
H 1.368 -1.174 -1.761 0.0855
H 0.708 -2.968 -3.267 0.1080
H 0.912 -2.753 -5.734 0.1106
H 1.851 -0.715 -6.747 0.1188
F -1.090 -1.510 1.193 0.0899
C -1.504 -1.939 -0.003 -0.2517
C -1.857 -1.033 -0.994 -0.1281
C -2.261 -1.574 -2.204 -0.2213
F -2.583 -0.806 -3.250 0.1055
C -2.352 -2.938 -2.409 -0.1524
F -2.742 -3.429 -3.587 0.1257
C -2.017 -3.801 -1.390 -0.1356
F -2.092 -5.115 -1.581 0.1396
C -1.578 -3.305 -0.179 -0.1405
F -1.240 -4.148 0.796 0.1312
Ge -1.825 0.884 -0.556 0.6782
S -0.001 1.648 0.309 0.2673
C -3.173 1.221 0.859 -0.1320
C -3.888 0.267 1.561 -0.2076
F -3.895 -1.021 1.183 0.1008
C -4.654 0.572 2.669 -0.1408
F -5.324 -0.379 3.321 0.1277
C -4.736 1.880 3.096 -0.1330
F -5.474 2.189 4.158 0.1375
C -4.069 2.871 2.405 -0.1407
F -4.175 4.139 2.803 0.1276
C -3.309 2.530 1.306 -0.2380
F -2.714 3.541 0.662 0.0805
C -2.498 1.862 -2.119 -0.1348
C -3.846 1.823 -2.434 -0.2282
F -4.685 1.031 -1.749 0.1022
C -4.388 2.554 -3.469 -0.1397
F -5.690 2.495 -3.748 0.1311
C -3.560 3.348 -4.234 -0.1306
F -4.066 4.055 -5.240 0.1388
C -2.208 3.397 -3.970 -0.1387
F -1.414 4.150 -4.731 0.1256
C -1.696 2.654 -2.924 -0.2205
F -0.371 2.717 -2.742 0.0494

---

62
Properties=species:S:1:pos:R:3:nbo_charge:R:1 method="wB97M-V/def2-TZVPD" multiplicity=2 energy_ev=-173561.55827 lumo_ev="1.692 / 1.652" total_charge=-1 de_lowest_kj_mol=39.3 s_squared=0.77
Co 0.248 -0.088 0.171 0.9936
C 4.454 -0.183 -0.484 -0.2821
C 4.804 1.112 -0.134 -0.1531
C 3.802 2.023 0.135 -0.2425
C 2.470 1.627 0.069 0.2261
N 2.140 0.343 -0.189 -0.4588
C 3.114 -0.516 -0.487 0.0784
C 1.307 2.504 0.228 -0.0841
C 1.383 3.895 0.300 -0.2095
C 0.217 4.637 0.369 -0.2542
C -1.012 3.979 0.370 -0.2059
C -1.075 2.593 0.306 -0.2363
C 0.084 1.819 0.226 -0.2079
H 5.195 -0.926 -0.742 0.2157
H 5.846 1.408 -0.082 0.2102
H 4.038 3.044 0.400 0.2163
H 2.804 -1.517 -0.746 0.1943
H 2.344 4.400 0.289 0.1895
H 0.261 5.719 0.412 0.1980
H -1.927 4.561 0.425 0.1971
H -2.040 2.101 0.323 0.2189
Br -6.395 -11.493 -0.039 0.0247
C -5.389 -9.879 -0.032 -0.0900
C -6.037 -8.672 -0.239 -0.2372
C -5.302 -7.499 -0.234 -0.2396
C -3.922 -7.522 -0.020 0.1987
C -3.301 -8.745 0.196 -0.2260
C -4.025 -9.928 0.187 -0.2419
N -3.093 -6.377 -0.003 -0.3098
N -3.726 -5.327 -0.219 -0.1759
C -3.064 -4.125 -0.203 0.0549
C -3.905 -3.016 -0.317 -0.1207
C -3.467 -1.711 -0.241 -0.3493
C -2.102 -1.439 -0.073 0.4389
O -1.632 -0.272 0.075 -0.6860
C -1.184 -2.565 -0.060 0.0905
N 0.127 -2.219 0.017 -0.4605
C 1.006 -3.187 0.168 0.0492
C 0.652 -4.538 0.198 -0.2032
C -0.659 -4.901 0.057 -0.1580
C -1.643 -3.896 -0.074 -0.0892
H -7.106 -8.650 -0.404 0.2217
H -5.780 -6.542 -0.390 0.2386
H -2.233 -8.756 0.377 0.2210
H -3.535 -10.879 0.343 0.2222
H -4.961 -3.223 -0.439 0.2151
H -4.163 -0.884 -0.283 0.2187
H 2.038 -2.903 0.312 0.1984
H 1.423 -5.283 0.338 0.2082
H -0.963 -5.936 0.071 0.2488
F -0.378 1.127 7.823 -0.3081
C -0.019 0.672 6.609 0.2184
C 0.793 -0.436 6.486 0.2553
F 1.215 -1.068 7.596 -0.3085
C 1.166 -0.888 5.237 0.2968
F 1.954 -1.973 5.191 -0.3071
C 0.762 -0.270 4.046 -0.2340
S 1.281 -0.873 2.503 -0.4527
C -0.063 0.847 4.219 0.2862
F -0.517 1.515 3.154 -0.2991
C -0.445 1.311 5.464 0.3005
F -1.232 2.396 5.572 -0.3138